(1)
DFT (ωB97M-V/def2-TZVPD) results for a single C4H8O2 molecule.

Structure (XYZ):
```
14
C4H8O2, DFT ωB97M-V/def2-TZVPD
C -1.22511 -0.99814 0.24487
C -0.17436 0.09342 0.48317
C -0.55412 1.33546 -0.29621
O -0.45741 1.39679 -1.50424
C 1.21861 -0.37586 0.02125
O 2.10301 0.69368 -0.23037
H -2.19916 -0.73341 0.66930
H -0.90312 -1.94011 0.70056
H -1.35079 -1.16046 -0.83157
H -0.14021 0.35710 1.54711
H -0.90870 2.21483 0.28477
H 1.67358 -0.96951 0.81865
H 1.11710 -1.02539 -0.85991
H 1.80066 1.11160 -1.04738
```

The energy above the lowest of the compared OMol25 structures with the same formula, charge and spin comes out at 115.7 kJ/mol. As for the LUMO energy: 0.842 eV. The total charge is 0. The orbital gap comes out at 10.89 eV. Its SMILES is C[C@H](C=O)CO.



(2)
DFT (ωB97M-V/def2-TZVPD) results for a single C20H21Cl2F2N7O molecule in a non-equilibrium geometry.

Structure (XYZ):
```
53
C20H21Cl2F2N7O, DFT ωB97M-V/def2-TZVPD
C 1.50676 -1.58691 2.81514
C 1.35504 -0.16482 2.40988
N 0.25524 0.52330 2.65487
N 0.46952 1.76737 2.21755
C -0.59297 2.72498 2.24136
C -1.26900 2.90600 0.90093
C -0.82730 2.26895 -0.25213
C -1.46430 2.46413 -1.46706
C -2.56850 3.29829 -1.53540
Cl -3.37740 3.53700 -3.04069
C -3.03334 3.94656 -0.40196
C -2.37586 3.74746 0.80015
Cl -2.95467 4.57270 2.20369
C 1.69556 1.90701 1.66205
C 2.21478 3.18332 1.11067
C 2.30224 0.66715 1.76961
N 3.55014 0.29905 1.24469
C 3.71733 -0.52126 0.17763
O 4.80932 -0.78110 -0.27654
C 2.44358 -1.07155 -0.35973
N 1.35635 -0.30041 -0.64919
C 0.46240 -1.18189 -1.05070
N 0.98989 -2.42879 -1.00914
N 2.26119 -2.35304 -0.56314
C 0.25123 -3.61870 -1.29642
C 0.41394 -4.00144 -2.78262
F 1.49396 -4.78650 -2.95671
F -0.64855 -4.72461 -3.21658
C -1.20816 -3.32732 -0.92416
C -1.72852 -2.07248 -1.63880
C -3.09160 -1.66391 -1.09097
N -0.79456 -0.96463 -1.48688
H 0.55108 -1.96700 3.16547
H 2.23525 -1.66876 3.62132
H 1.86389 -2.19134 1.98339
H -1.32726 2.36526 2.96873
H -0.21422 3.69357 2.58745
H 0.03096 1.61098 -0.21339
H -1.09469 1.98427 -2.35984
H -3.88966 4.59906 -0.45379
H 1.48317 3.65512 0.45755
H 2.45880 3.88050 1.91386
H 3.11669 2.98482 0.53780
H 4.38570 0.74222 1.60436
H 0.65896 -4.44036 -0.69652
H 0.51847 -3.12457 -3.44011
H -1.83643 -4.17878 -1.18052
H -1.25531 -3.16965 0.15581
H -1.83017 -2.29131 -2.71250
H -3.80478 -2.47301 -1.21986
H -3.01793 -1.42662 -0.03171
H -3.46351 -0.78955 -1.61966
H -1.18277 -0.05874 -1.27726
```

As for the LUMO energy: 0.484 eV. The total charge is 0. The orbital gap comes out at 9.20 eV. Its SMILES is Cc1nn(Cc2ccc(Cl)cc2Cl)c(C)c1NC(=O)c1nc2n(n1)[C@H](C(F)F)C[C@@H](C)N2.



(3)
DFT (ωB97M-V/def2-TZVPD) results for 2 unconnected molecules or ions with the total composition C5H13NO in a non-equilibrium geometry.

Structure (XYZ):
```
20
C5H13NO, DFT ωB97M-V/def2-TZVPD
C 0.74568 0.30408 1.00043
C 1.02458 0.20540 -0.54560
C -0.21890 0.33441 -1.29241
C -1.26291 1.15882 -0.96124
C -2.49958 1.24243 -1.79110
N 1.82558 -0.13200 1.75759
H 0.50943 1.35215 1.21224
H -0.12042 -0.31434 1.23327
H 1.81954 0.91942 -0.76383
H 1.45971 -0.78882 -0.71669
H -0.36536 -0.21248 -2.21321
H -1.06957 1.87326 -0.17265
H -2.45243 0.56095 -2.63870
H -3.37432 1.05118 -1.16426
H -2.51377 2.25180 -2.20456
H 1.70201 -0.78987 2.52394
H 2.77185 0.12576 1.46138
H 1.37109 -2.69323 1.73055
H 0.21947 -3.67278 1.62770
O 0.42832 -2.77614 1.91715
```

The energy above the lowest of the compared OMol25 structures with the same formula, charge and spin comes out at 162.6 kJ/mol. As for the spin multiplicity: 2. As for the LUMO energy (alpha / beta): -3.027 / -8.125 eV. The total charge is +1. The expectation value of S² is 0.7600. The orbital gap (alpha / beta) comes out at 10.62 / 4.91 eV.



(4)
DFT (ωB97M-V/def2-TZVPD) results for a molecular structure, C4H7NOS in a non-equilibrium geometry.

Structure (XYZ):
```
14
C4H7NOS, DFT ωB97M-V/def2-TZVPD
C 2.26805 -1.06606 -0.44265
C 1.56321 0.15329 0.18682
C -2.20619 0.52009 0.09732
C -0.88046 -0.30066 -0.19726
N 0.23786 0.46526 0.37521
O 2.66107 0.91004 0.55602
S 3.78006 -0.20558 -0.10203
H 2.00338 -2.09903 -0.80428
H -2.32162 0.74216 1.18748
H -2.33422 1.45857 -0.42562
H -3.12840 -0.05073 -0.18718
H -0.84874 -1.33747 0.31638
H -0.69841 -0.51898 -1.37539
H -0.09562 1.32910 0.81518
```

The energy above the lowest of the compared OMol25 structures with the same formula, charge and spin comes out at 362.2 kJ/mol. As for the LUMO energy: 0.569 eV. The total charge is 0. The orbital gap comes out at 7.59 eV.



(5)
DFT (ωB97M-V/def2-TZVPD) results for 2 unconnected molecules or ions with the total composition CH4O4P in a non-equilibrium geometry.

Structure (XYZ):
```
10
CH4O4P, DFT ωB97M-V/def2-TZVPD
C -0.30580 0.38136 0.64446
O 1.31526 0.88143 -1.20917
O 2.08081 -0.84304 0.57055
O -1.84438 -0.64185 -0.22355
O -0.49080 1.63322 0.42379
P 0.97856 -0.34544 -0.35409
H -0.43585 0.01820 1.66864
H -1.67488 -1.51384 0.10463
H 0.10323 1.57239 -0.42507
H 0.27387 -1.14242 -1.20018
```

The energy above the lowest of the compared OMol25 structures with the same formula, charge and spin comes out at 141.8 kJ/mol. As for the LUMO energy: 4.234 eV. The total charge is -1. The orbital gap comes out at 9.60 eV.



(6)
DFT (ωB97M-V/def2-TZVPD) results for a single C3H7NO molecule in a non-equilibrium geometry.

Structure (XYZ):
```
12
C3H7NO, DFT ωB97M-V/def2-TZVPD
C 1.03389 -0.99572 0.10610
C 0.62541 0.53436 -0.26991
C -0.77455 0.84794 0.27467
N -1.81162 0.27006 -0.66250
O -2.66920 -0.43567 -0.15106
H 1.49889 -1.31254 -0.84937
H 1.81427 -1.22389 0.79704
H 0.08404 -1.60831 0.46077
H 0.54863 0.61205 -1.32472
H 1.50837 1.11724 0.03319
H -0.84273 0.34149 1.21916
H -1.01539 1.85300 0.36667
```

The energy above the lowest of the compared OMol25 structures with the same formula, charge and spin comes out at 376.6 kJ/mol. As for the LUMO energy: -0.033 eV. The total charge is 0. The orbital gap comes out at 9.17 eV. Its SMILES is CCCN=O.



(7)
DFT (ωB97M-V/def2-TZVPD) results for a single C4H9NO2 molecule in a non-equilibrium geometry.

Structure (XYZ):
```
16
C4H9NO2, DFT ωB97M-V/def2-TZVPD
C 1.24644 0.79545 -1.22308
C 0.54490 -0.05331 -0.18627
C 0.98121 -1.56980 -0.21028
O 0.22079 -2.53532 -0.35928
N -0.90051 -0.01381 -0.22194
C -1.62813 -0.22175 0.99470
O -1.15755 0.80850 1.85080
H 0.57022 0.71205 -2.11303
H 2.28083 0.43382 -1.43795
H 1.57099 1.83495 -0.95764
H 0.83983 0.20840 0.79766
H 2.14934 -1.62948 0.14486
H -1.18589 0.89229 -0.82569
H -1.38672 -1.30159 1.29132
H -2.74599 -0.07630 0.87758
H -1.39976 1.71589 1.57825
```

The energy above the lowest of the compared OMol25 structures with the same formula, charge and spin comes out at 309.0 kJ/mol. As for the LUMO energy: 0.695 eV. The total charge is 0. The orbital gap comes out at 9.58 eV. Its SMILES is C[C@H](C=O)NCO.



(8)
DFT (ωB97M-V/def2-TZVPD) results for a single C8H11PS2 molecule in a non-equilibrium geometry.

Structure (XYZ):
```
22
C8H11PS2, DFT ωB97M-V/def2-TZVPD
C -0.34450 -1.31975 -1.85973
C 0.49437 -1.17071 -0.51430
C -0.25033 -0.27405 0.48863
C -1.44206 -0.68922 1.07771
C -2.13477 0.09198 1.89758
C -1.66063 1.46760 2.02812
C -0.47579 1.90950 1.42804
C 0.23507 1.02034 0.64094
P 1.70865 1.63585 -0.20430
S 1.97367 3.55884 -0.04722
S 3.61878 0.45033 0.90546
H 0.29955 -1.86893 -2.66580
H -0.57710 -0.21073 -2.02828
H -1.36090 -1.77991 -1.72009
H 1.46936 -0.83562 -0.66764
H 0.60170 -2.05912 0.07770
H -1.83999 -1.72843 1.11674
H -3.08416 -0.03419 2.24538
H -2.24110 2.19525 2.53494
H 0.00252 2.94891 1.49780
H 1.97991 0.96405 -1.46586
H 3.09986 0.47984 2.17234
```

The energy above the lowest of the compared OMol25 structures with the same formula, charge and spin comes out at 54.6 kJ/mol. As for the LUMO energy: -0.640 eV. The total charge is 0. The orbital gap comes out at 8.15 eV. Its SMILES is CCc1ccccc1[P@@H](=S)S.